14
Properties=species:S:1:pos:R:3:forces:R:3 method="wB97M-V/def2-TZVPD" total_charge=0 lumo_energy_ev=1.12 smiles="C1=C[C@H]2C=C[C@@H]1N2" spin_multiplicity=1 relative_energy_kj_mol=346.7 homo_energy_ev=-8.507 homo_lumo_gap_ev=9.6
C 0.1481 1.1255 0.3032 -0.80 -2.22 -1.08
C 1.3666 0.5224 -0.3903 0.80 2.72 -1.84
C 1.2182 -0.7659 -0.4690 -0.62 -2.95 -0.92
C -0.0521 -1.1045 0.2881 -1.97 0.87 0.23
C -1.2893 -0.5686 -0.4985 -1.64 0.89 -0.96
C -1.1966 0.7475 -0.5769 3.01 0.13 1.20
H -0.9672 0.0890 1.8103 2.35 -0.25 -1.25
H 0.3129 2.1820 0.4914 -0.43 -0.17 1.03
H 2.0823 1.1937 -0.9510 -0.75 -1.09 0.77
H 1.6214 -1.5612 -1.1359 0.33 1.06 0.79
H -0.3128 -2.1360 0.5630 0.95 0.40 0.65
H -2.2811 -0.9620 -0.8424 1.54 -0.74 0.15
H -1.7174 1.4421 -1.1658 -0.93 0.75 -0.38
N 0.0132 0.0020 1.3273 -1.83 0.60 1.60

---

80
Properties=species:S:1:pos:R:3:forces:R:3 method="wB97M-V/def2-TZVPD" total_charge=0 lumo_energy_ev="0.15 / -0.73" spin_multiplicity=5 relative_energy_kj_mol=0.0 homo_energy_ev="-5.370 / -7.524" homo_lumo_gap_ev="5.5 / 6.8"
C 1.7153 -1.0047 -3.7371 -0.11 -0.62 0.05
C 1.2077 0.3644 -3.4685 -0.28 1.24 0.08
H 1.3865 -1.3593 -4.7159 0.16 -0.11 0.15
H 1.3551 -1.7076 -2.9723 0.20 0.44 -0.32
H 2.8136 -1.0352 -3.7171 -0.16 0.07 0.03
C 0.7140 1.1844 -4.4063 0.38 -0.31 0.45
C 0.5326 0.8286 -5.8426 -0.10 0.20 -0.34
H 0.4601 2.2097 -4.1355 -0.07 -0.22 -0.01
H 0.5753 -0.2464 -6.0306 -0.04 0.21 -0.01
H 1.2916 1.3133 -6.4698 -0.10 -0.07 0.02
H -0.4397 1.2027 -6.1757 0.03 -0.09 -0.16
Ir 0.2362 -0.2369 0.7855 1.72 0.26 -2.58
Cl 2.5136 -0.0491 0.9882 2.00 0.45 0.40
Cl 0.0538 -2.4437 0.6299 -0.35 -2.27 0.12
C 0.6292 2.7053 1.3757 -1.27 -0.83 -0.56
O -0.2210 1.8003 1.0988 0.82 3.36 1.15
N 0.2478 3.9330 1.7034 0.14 0.22 0.12
C -1.1602 4.2601 1.9144 -0.06 0.26 -0.15
C 1.1995 5.0326 1.8280 0.09 0.06 0.19
H 1.7097 2.4930 1.3408 -0.30 0.12 -0.06
H -1.7305 3.3361 2.0519 0.16 0.28 -0.06
H -1.5593 4.8332 1.0577 0.16 -0.33 0.26
H -1.2436 4.9013 2.8069 0.05 -0.31 -0.25
H 2.2138 4.6824 1.6268 -0.17 -0.02 -0.01
H 1.1625 5.4685 2.8322 -0.01 -0.21 -0.03
H 0.9665 5.8405 1.1272 -0.05 -0.28 -0.10
H -1.4531 -1.1798 -2.6731 -0.23 0.04 0.36
H -2.5447 1.5265 -3.2522 -0.14 -0.14 0.14
C -2.3867 -1.1444 -2.0890 0.26 -0.03 -0.31
C -3.2696 1.1410 -2.5200 0.22 0.03 -0.04
N -2.6313 0.2122 -1.5990 -0.46 0.02 0.14
H -2.3164 -1.8466 -1.2514 0.08 0.27 -0.19
C -2.3797 0.5676 -0.3455 0.34 -1.31 0.64
O -1.8170 -0.2118 0.4889 -3.29 1.43 -1.08
H -3.6798 1.9804 -1.9522 -0.01 -0.08 -0.17
H -2.7267 1.5730 -0.0478 0.29 -0.27 -0.14
H -3.2252 -1.4103 -2.7471 0.16 -0.02 0.24
H -4.0686 0.6223 -3.0613 0.07 0.18 0.16
O 0.3631 -0.0704 -1.3279 -0.44 0.63 0.22
C 1.2596 0.7651 -1.9903 0.22 -0.26 0.23
C -0.1596 2.8831 -1.7332 -0.02 0.05 -0.09
C 1.0871 2.2677 -1.7319 0.13 -0.98 -0.31
H -1.0555 2.2478 -1.7044 0.52 0.45 -0.21
C -0.2304 4.2742 -1.7652 -0.22 -0.10 0.23
H 2.2754 0.5341 -1.6371 0.14 -0.02 0.01
C 2.2485 3.0235 -1.5982 -0.37 0.15 -0.18
H -1.2076 4.7574 -1.7812 0.21 0.00 -0.05
C 0.9354 5.0391 -1.7702 0.06 0.41 -0.02
C 2.1770 4.4098 -1.6742 0.21 0.17 0.30
H 3.1835 2.4908 -1.4428 0.01 0.20 -0.26
H 0.8760 6.1376 -1.8273 0.03 -0.61 0.00
H 3.1020 4.9918 -1.6405 -0.35 -0.07 0.02
Si 0.5339 -4.8760 -0.1241 0.06 -1.47 0.33
Cl 0.8213 -3.6827 -1.8647 0.17 -1.25 -0.02
C -1.3128 -5.0535 0.3229 -0.14 -0.16 -0.23
C 1.7468 -4.8070 1.3549 0.05 0.58 0.06
C 0.9923 -6.6706 -0.6725 -0.31 0.62 -0.47
H -1.9151 -4.1411 0.2016 0.30 -0.32 0.07
H -1.4003 -5.3927 1.3695 0.08 0.16 -0.27
H -1.7627 -5.8410 -0.3062 0.18 0.21 0.19
H 0.2410 -7.0750 -1.3689 0.30 0.06 0.11
H 1.0306 -7.3218 0.2085 0.00 0.11 -0.11
H 1.9726 -6.6780 -1.1676 -0.19 -0.11 0.11
H 1.6797 -3.9239 2.0053 0.00 -0.25 -0.33
H 2.7750 -4.8567 0.9776 -0.10 -0.02 -0.02
H 1.6047 -5.6863 1.9961 -0.12 -0.03 -0.29
C -0.7558 -1.7287 6.9372 -0.23 -0.41 0.31
C -0.4808 -1.3975 5.5125 0.17 0.17 -0.18
C 0.4561 -0.4401 5.1354 0.20 0.20 -0.01
C 0.6527 -0.1553 3.7958 -0.64 -0.53 -0.07
N -0.1045 -0.7075 2.8330 -0.95 -0.28 2.58
C -1.0419 -1.6180 3.1904 0.73 0.32 0.47
C -1.1781 -2.0393 4.5030 -0.27 0.14 -0.49
H 0.1716 -1.9295 7.4791 -0.13 0.03 0.04
H -1.2883 -0.9111 7.4426 0.18 -0.16 -0.13
H -1.3983 -2.6225 6.9690 0.27 0.30 0.22
H 1.0540 0.0826 5.8741 -0.04 -0.09 0.01
H 1.4320 0.5037 3.4409 0.06 0.11 0.07
H -1.6594 -2.0578 2.4183 0.19 0.23 -0.09
H -1.8526 -2.8615 4.7145 -0.10 0.18 0.10

---

What are the electronic energy values for these records? In order: -7822.054 -86555.155 eV.